Here is a structure of composition C12H35N3O3SiTa from the Open Molecules 2025 dataset. Energies are from ωB97M-V/def2-TZVPD.

Calculated values
E   -1214.50603 hartree
LUMO   0.074 hartree
Net charge   -1
Max |F|   0.0393 Eh/bohr
HOMO-LUMO gap   5.9 eV
E_HOMO   -3.90 eV

XYZ file:
```
55
Properties=species:S:1:pos:R:3:forces:R:3
H 1.732096 -2.337596 -1.269393 -0.05 0.02 0.10
H -1.137968 4.782671 -1.757631 0.42 0.10 -0.26
H -1.524207 -3.398910 1.902002 -0.10 0.03 -0.07
H 0.621904 -1.473575 -2.364615 0.04 -0.10 -0.06
H 4.635377 1.530823 1.181226 -0.04 -0.06 0.03
H 0.543807 4.456824 -2.428123 -0.39 0.43 0.14
H 4.370610 2.123078 2.833546 0.08 0.10 -0.09
H 0.254648 -3.134398 -1.867688 0.09 0.02 -0.10
C -0.423002 1.616865 -3.455670 1.27 0.03 0.04
C -0.939149 -2.847699 4.484621 -0.17 -0.25 -0.01
H -3.977869 3.711961 -2.074172 0.07 0.08 0.23
H 1.433844 -0.733261 0.696023 0.05 0.04 0.07
H -3.687642 3.186016 -5.750137 0.07 0.08 0.11
H -0.543072 2.889812 -6.193516 0.06 0.54 -0.06
H -1.813533 -4.956814 5.629402 0.02 0.06 -0.04
C 4.838402 1.339423 2.233564 -0.02 -0.16 0.27
O 3.202346 -1.846740 2.034821 0.37 -0.17 0.28
H -2.851153 -2.464437 2.610406 -0.01 -0.04 -0.12
H 0.657171 1.670837 -3.751833 -0.54 -0.07 0.20
C 3.664296 -0.760233 1.759616 0.20 0.15 0.11
H -3.370744 -4.838523 4.783501 0.01 -0.15 0.07
O -0.527622 -1.848851 3.937232 0.03 0.22 -0.10
H 3.589312 -0.331917 0.747332 0.05 0.09 -0.03
H -2.035651 -5.778681 4.070724 -0.07 -0.09 0.12
C -2.287376 -4.888072 4.651238 -0.05 0.14 -0.29
H 1.071503 -2.395635 1.198709 0.13 0.12 0.16
H -0.606475 -3.142028 5.493491 -0.02 -0.07 0.05
H -0.422412 1.340682 -2.383611 -0.26 0.09 -0.46
H -0.854842 0.794722 -4.050233 -0.10 0.40 0.32
N -1.833203 -3.708239 3.945664 0.14 -0.01 0.28
H -0.570252 5.644269 -3.256024 0.08 -0.31 0.47
H 5.037524 -1.332283 4.015065 -0.03 0.01 0.12
H -0.042457 -1.080342 1.611479 -0.02 -0.04 -0.05
H -1.846456 -1.046618 0.371145 0.06 0.04 0.09
C -0.509263 4.715093 -2.658966 0.09 -0.75 -0.51
H 0.458168 4.253414 -5.484429 -0.34 -0.21 -0.40
C 0.688440 -2.186971 -1.540168 -0.26 0.09 -0.10
H -3.898365 1.577071 -3.638578 0.25 -0.11 0.14
N 4.311426 0.048972 2.629388 -0.03 0.03 -0.29
H -3.649837 5.267275 -4.101207 0.34 -0.09 0.08
H 5.013580 0.358125 4.575784 -0.01 0.03 -0.09
C 4.478477 -0.394718 4.000677 -0.16 -0.19 -0.12
C -1.375551 -1.431581 -0.548494 0.19 0.09 0.05
Ta -3.804937 3.406497 -3.891207 -2.02 -0.06 -0.05
H -3.054164 -4.208448 2.318134 0.03 -0.01 0.07
C -2.350328 -3.434040 2.614767 0.19 0.21 0.05
H 3.498652 -0.569794 4.448694 0.08 -0.04 0.08
H -5.662164 3.532982 -4.148771 0.05 0.03 -0.24
C -0.555536 3.819586 -5.599966 0.19 -0.21 0.93
O -2.004197 -1.597964 -1.570601 -0.03 -0.22 -0.17
C 0.641775 -1.458363 0.853470 -0.40 -0.16 -0.45
Si -1.187001 3.327881 -3.833035 0.38 0.35 -0.60
H -1.262596 4.556468 -6.008524 0.37 -0.30 -0.05
N -0.053081 -1.681425 -0.401579 -0.28 0.11 0.23
H 5.918746 1.356807 2.396452 0.00 0.15 -0.06
```
Forces are in eV/Å.


Here is the molecule C21H17F3N4OS from the Open Molecules 2025 dataset. Energies are from ωB97M-V/def2-TZVPD.

Calculated values
Structure (SMILES)   Cc1cc2c(cc1C(F)(F)F)NC(=O)C[C@@H](c1cccc(Sc3ncccn3)c1)N2
E   -1802.52452 hartree
LUMO   0.020 hartree
Max |F|   0.0602 Eh/bohr
HOMO-LUMO gap   8.7 eV
ΔE to the lowest compared entry with this formula, charge and spin   0.0000 eV
E_HOMO   -8.21 eV

XYZ file:
```
47
Properties=species:S:1:pos:R:3:forces:R:3
H -0.888311 -0.002216 -1.702998 0.13 -0.16 0.29
C 1.924927 2.509557 -0.702522 0.26 1.02 -1.15
C -2.288227 1.635216 -1.786002 -1.96 0.55 1.35
C 2.165168 5.574611 -3.068259 -0.87 -0.15 1.39
F 2.907460 5.214021 -4.103646 0.32 0.25 -0.59
C -1.727528 0.376865 -1.112196 0.19 0.67 -1.23
C 1.720463 4.343661 -2.261056 -2.08 0.08 -0.06
C 2.549031 3.514267 -1.496408 -1.52 -0.65 0.42
C 0.841010 -7.308036 1.883669 -0.18 1.54 0.48
H -3.519011 -1.603436 3.591675 -0.25 -0.14 0.01
S 0.867542 -3.426745 2.553906 1.15 -0.51 0.24
F 2.869367 6.454874 -2.314250 0.21 -0.44 -0.21
H -2.515355 -0.398289 -1.089761 0.29 0.71 -0.08
O -3.485734 1.694454 -2.008322 -0.07 -0.45 -0.78
C -0.422742 -7.525099 1.430840 -0.07 -1.10 -0.24
H 4.301684 4.356870 -0.698555 0.34 0.07 0.16
C 4.021790 3.643149 -1.464280 0.51 0.53 -1.13
C -2.569524 -0.514933 1.997459 -0.31 -0.58 0.55
H -1.960007 1.581599 0.647178 0.11 -0.35 -0.03
H -2.136522 3.599186 -2.250759 0.42 -0.70 0.49
H 4.404148 4.007283 -2.449809 -0.20 -0.22 0.85
H 0.582350 -1.226530 0.887213 -0.85 0.05 0.13
C -0.510163 -2.377432 2.309310 -0.74 -0.09 -0.44
H -1.731705 -3.354940 3.775664 -0.14 0.27 -0.19
C -1.281716 -6.466268 1.308845 1.08 0.24 0.19
H 2.567770 1.865746 -0.124104 0.08 -0.09 0.19
C -0.391495 -1.323485 1.407001 1.08 -0.33 -0.14
C -1.279416 0.788061 0.285053 0.35 -0.13 0.26
C 0.544814 2.257450 -0.676433 0.60 -0.11 0.54
H 0.569292 1.216665 1.124634 0.28 0.30 -0.17
N 0.104528 1.286924 0.233960 -0.96 -0.43 -0.31
H -2.245319 -6.674062 0.914014 -0.95 0.43 -0.18
C -1.671992 -2.539660 3.055145 -0.01 0.63 0.20
N 1.204509 -6.079922 2.244581 0.89 1.49 0.34
N -1.621157 2.844588 -1.776082 -0.02 -1.00 -0.05
N -0.906445 -5.235697 1.614562 0.29 1.08 0.34
C 0.323506 4.043754 -2.294005 1.67 0.11 0.62
C -0.249589 3.001938 -1.561630 0.52 0.92 -0.74
H 4.465087 2.674935 -1.282951 0.28 -0.14 0.23
F 1.100958 6.311714 -3.515544 0.63 -0.75 -0.09
H -3.383414 0.233524 1.867857 0.69 -0.69 0.30
H -0.359742 4.690983 -2.827758 0.17 -0.07 -0.24
H -0.696358 -8.522906 1.178185 -0.44 -0.51 -0.25
C -1.419747 -0.410646 1.228197 0.33 1.01 0.16
H 1.542729 -8.111246 1.996490 0.43 -0.12 0.09
C 0.349414 -5.046646 2.096995 -1.57 -2.52 -0.87
C -2.666328 -1.573703 2.934899 -0.10 0.49 -0.65
```
Forces are in eV/Å.


Here is a cluster of 11 separate species, C7H36N14O11 in total from the Open Molecules 2025 dataset. Energies are from ωB97M-V/def2-TZVPD.

Calculated values
Spin multiplicity   2
E   -1882.36330 hartree
LUMO (spin up / spin down)   -0.091 / -0.317 hartree
Net charge   +1
Max |F|   0.1730 Eh/bohr
HOMO-LUMO gap (spin up / spin down)   9.1 / 3.0 eV
ΔE to the lowest compared entry with this formula, charge and spin   1.3657 eV
E_HOMO (spin up / spin down)   -11.57 / -11.57 eV

XYZ file:
```
68
Properties=species:S:1:pos:R:3:forces:R:3
C -10.572036 25.595810 3.124677 0.48 -3.34 0.82
H -14.938090 17.999895 6.731964 -0.40 0.23 0.24
H -10.356741 20.204009 2.635128 0.20 -0.60 0.28
H -11.259370 15.225575 1.330855 0.31 0.03 0.15
H -8.749756 20.064274 -0.830384 -0.48 0.74 0.34
N -10.716505 18.127074 0.278780 -4.80 -4.31 2.33
C -10.544603 16.319478 2.852907 -1.28 -0.39 -0.42
O -15.275212 18.779652 3.443536 -0.75 -0.96 1.13
H -9.523872 15.185454 1.612717 -0.57 -0.23 -0.50
O -9.039141 17.736459 -1.151286 0.38 -1.03 -0.60
N -10.966649 26.763824 3.489638 -1.52 4.50 1.87
H -11.008293 17.168230 0.153980 -0.27 0.32 0.33
O -7.831677 21.443036 3.136986 -1.66 -1.17 -2.21
H -15.845326 19.432119 3.850342 -0.46 0.44 -0.04
N -9.436352 16.519150 3.441528 5.04 1.25 2.89
H -9.453854 17.046305 4.302860 0.43 -0.17 -0.34
H -11.505476 18.984700 3.131018 -0.06 -0.09 -0.06
N -7.005812 23.393581 3.797310 1.09 5.74 -2.00
C -12.184970 20.774323 2.555299 -2.43 2.74 -0.46
O -12.828218 20.252132 6.072726 0.02 0.53 0.41
N -11.666671 21.885999 2.087273 -0.36 3.54 -1.48
N -11.107989 23.642398 -1.069365 8.40 0.36 2.90
H -7.114184 23.783386 2.871897 0.18 0.51 0.48
H -11.565301 26.776515 4.303001 0.33 0.41 0.00
H -7.262544 20.877636 5.499201 0.11 0.43 0.01
H -10.260579 20.186815 0.216554 0.92 1.03 -0.59
H -10.700179 22.096886 1.883497 -0.01 -0.62 0.30
H -14.381962 22.058724 1.615680 -0.06 -0.39 0.30
H -13.631914 24.316996 -2.619705 0.34 0.12 0.13
H -10.679985 26.337066 1.263504 0.03 -0.81 -0.37
O -14.608845 17.767745 0.971036 0.19 -0.17 0.18
N -12.749312 24.393143 -2.134608 -0.85 2.46 -2.24
O -14.584409 22.859054 1.131193 -0.35 0.49 0.73
H -8.515804 21.981759 1.476440 0.65 -0.40 1.22
O -13.046235 22.550570 -1.039049 -0.73 -3.10 1.34
H -15.050033 19.705198 7.165242 -0.43 0.03 0.05
C -9.729538 18.458810 -0.461019 2.06 -1.16 -1.55
H -14.653754 17.301523 0.136254 -0.07 -0.14 -0.25
O -10.369937 24.672912 3.901592 0.15 -0.50 -0.09
H -14.518912 19.279742 3.136684 1.18 0.84 -0.58
H -11.310632 18.739215 0.819507 0.24 -0.24 -0.26
H -10.627556 23.167327 -0.318637 -0.01 -0.30 -0.28
N -10.481650 25.510992 1.809720 0.80 -1.00 -2.58
H -13.961142 22.863964 0.404730 0.07 -0.19 -0.81
C -12.285795 23.411601 -1.383880 -5.75 0.50 -1.81
H -10.345659 24.583525 1.433647 0.23 0.54 -0.34
H -11.148426 27.417600 2.741550 -0.38 0.19 0.68
H -6.509301 23.820578 4.566242 -0.15 0.71 -0.97
N -12.933803 18.015992 5.764344 2.00 -2.21 -0.86
H -8.435229 22.212002 -0.017680 0.10 0.00 -0.25
O -13.383213 20.605373 2.766237 -1.98 -0.27 0.12
O -8.987934 22.380482 0.745440 -0.56 0.67 -0.63
N -14.597494 18.948840 6.672062 -2.43 0.78 1.05
C -7.355141 22.197687 3.954677 -0.14 -3.89 0.88
H -6.655888 22.522153 5.753383 -0.16 -0.99 0.63
H -14.442193 18.678602 0.728552 -0.02 0.36 -0.12
N -9.523249 19.712198 -0.284624 1.83 4.59 -0.30
N -10.440322 15.555147 1.821400 0.08 -2.81 -3.53
H -13.444432 17.169274 5.970330 0.52 -0.05 -0.45
O -11.568569 16.780279 3.256317 -3.92 1.99 1.51
H -12.076742 25.127688 -2.302580 -1.02 0.24 -0.65
H -12.031358 17.969690 5.313187 -0.06 -0.47 -0.23
H -8.580927 16.161803 3.040729 0.04 0.37 0.60
N -6.977114 21.780464 5.147733 0.42 -1.31 2.89
H -12.292500 22.605157 1.753759 -0.27 -0.06 0.34
N -11.312976 19.898203 2.745583 4.77 -4.97 1.28
H -10.581054 24.357464 -1.550135 0.00 -0.33 0.31
C -13.365352 19.185878 6.177108 0.80 0.96 -0.89
```
Forces are in eV/Å.


Among the records above, which one has the lowest max |F|? C12H35N3O3SiTa